No. 1
Molecular formula: C19H27NO3
Method: DFT, the ωB97M-V functional and the def2-TZVPD basis

Geometry (Å):
C  3.96803  -3.62170  -2.34817
C  3.08607  -3.34035  -1.13993
O  1.86781  -2.67424  -1.61979
C  0.87637  -2.23198  -0.78573
C  -0.39236  -2.18488  -1.54437
C  -0.32037  -2.29903  -3.01039
C  -1.59331  -2.63600  -0.87597
C  -2.89654  -2.57536  -1.65021
O  -1.60461  -3.11480  0.26988
O  1.07155  -1.88225  0.37014
H  4.97468  -3.95330  -2.05788
H  3.51433  -4.41841  -2.95546
H  4.07816  -2.72758  -2.97422
H  2.78955  -4.28439  -0.66688
H  3.59163  -2.70163  -0.40833
H  0.70336  -2.13635  -3.35397
H  -0.62134  -3.31716  -3.31127
H  -1.00423  -1.59794  -3.50589
H  -2.81000  -2.35484  -2.71545
H  -3.41394  -3.53321  -1.54623
H  -3.54540  -1.81570  -1.20268
C  0.88809  4.58224  -0.30123
C  -0.15834  3.91757  -1.19001
C  -0.18076  2.38752  -1.08473
N  -0.05497  1.88290  0.28162
C  -0.60581  0.69899  0.61963
C  -1.20291  0.54115  1.90955
C  -1.45094  1.68285  2.73660
C  -1.84562  1.52720  4.05674
C  -2.10893  0.23966  4.56090
C  -1.99973  -0.88182  3.71614
C  -1.55145  -0.73780  2.40924
C  1.02619  2.46897  1.09902
C  0.95479  3.99559  1.10553
H  1.86815  4.46279  -0.78048
H  0.69389  5.65812  -0.23581
H  -1.15922  4.31748  -0.98463
H  0.06467  4.17277  -2.23073
H  -1.12073  1.99610  -1.49503
H  0.64353  1.97164  -1.68763
H  -0.56989  -0.14080  -0.09860
H  -1.33120  2.68250  2.31321
H  -1.93179  2.40712  4.70266
H  -2.38254  0.11263  5.61445
H  -2.25149  -1.87360  4.09913
H  -1.43208  -1.60609  1.75626
H  0.94732  2.09333  2.12419
H  2.00629  2.14166  0.70036
H  1.84203  4.39054  1.61709
H  0.08401  4.30993  1.69938

Properties
LUMO energy, eV: -1.856
E_tot, eV: -27770.8036
Largest force on an atom, eV Å⁻¹: 2.3
Orbital gap, eV: 4.05
Molar mass, g/mol: 317.4

These are the Mulliken partial charges, in e, on atoms 1 to 2: C -1.132; C -0.246



No. 2
Molecular formula: C19H27O21Pb
Method: DFT, the ωB97M-V functional and the def2-TZVPD basis

Geometry (Å):
Pb  -1.21560  -0.68352  1.75872
O  -3.06315  0.95083  1.98304
C  -3.43306  0.65402  3.22377
O  -4.16242  1.48036  3.81171
O  -3.15530  -0.42946  3.67796
H  -3.67749  1.68822  1.96129
O  1.52868  -1.23167  5.27851
C  0.64342  -1.35409  4.38784
O  -0.46788  -1.41432  4.80777
O  0.84358  -1.40426  3.14944
H  1.03593  -0.97942  6.06284
O  -1.89582  -5.17892  2.17989
C  -2.10529  -4.06281  2.90064
O  -2.29116  -3.03141  2.23181
O  -2.22242  -4.00251  4.12389
H  -2.31983  -4.72353  1.44884
C  -4.10886  -0.59611  -4.87153
C  -3.99223  -0.08358  -3.47710
C  -5.17342  -0.44186  -2.56479
O  -4.54710  -0.58026  -1.28890
C  -3.14531  -0.51160  -1.40228
O  -2.34191  -0.58408  -0.48697
O  -2.82473  -0.51020  -2.74140
H  -3.63664  -1.57108  -4.75090
H  -3.30848  -0.12145  -5.43914
H  -5.10262  -0.63409  -5.31774
H  -3.98980  0.96832  -3.76275
H  -5.59199  -1.36814  -2.95837
H  -5.79747  0.44298  -2.43947
C  3.60765  -3.47089  -2.82504
C  2.40333  -3.81998  -1.95267
C  2.90588  -4.07731  -0.48081
O  2.14419  -3.28591  0.32591
C  1.27592  -2.58458  -0.32831
O  0.39025  -1.87864  0.14549
O  1.57761  -2.66907  -1.69001
H  4.19375  -2.83250  -2.16394
H  3.39741  -2.91801  -3.74058
H  4.20178  -4.35691  -3.04886
H  1.78467  -4.66938  -2.24230
H  3.92712  -3.80964  -0.20962
H  2.75689  -4.99791  0.08345
C  0.76768  6.08592  1.81659
C  1.27211  4.82432  2.60124
C  0.61674  4.75108  3.97504
O  -0.06905  3.50280  3.96191
C  0.11781  2.87488  2.86831
O  -0.15447  1.67669  2.63155
O  0.88243  3.66667  2.02422
H  1.40252  6.21486  0.93997
H  0.76354  7.02828  2.36433
H  -0.27716  6.04489  1.50881
H  2.35920  4.75076  2.57085
H  -0.10990  5.55135  4.11527
H  1.51311  4.77605  4.59472
C  4.22191  0.26267  -2.46479
C  3.23867  1.27884  -2.09018
C  2.15909  1.60854  -3.12824
O  0.96059  1.74748  -2.23790
C  1.19478  1.14132  -1.08259
O  0.24292  0.71271  -0.33001
O  2.48519  0.84936  -0.97958
H  3.69227  -0.64510  -2.75383
H  4.79454  -0.02952  -1.58454
H  4.87471  0.41037  -3.32511
H  3.74845  2.21055  -1.84492
H  1.86146  0.85417  -3.85657
H  2.39277  2.53436  -3.65391

Properties
Charge: -1
LUMO energy, eV: 1.691
E_tot, eV: -68384.8616
Largest force on an atom, eV Å⁻¹: 7.0
Orbital gap, eV: 5.18
Molar mass, g/mol: 798.6

These are the Mulliken partial charges, in e, on atoms 1 to 2: Pb 2.034; O -0.369



No. 3
Molecular formula: C19H28BErF4O2
Method: DFT, the ωB97M-V functional and the def2-TZVPD basis

Geometry (Å):
O  1.11311  -0.95072  -0.55833
C  0.44731  -2.38858  -0.47493
C  0.59285  -2.66787  -1.97005
H  -0.53395  -2.19308  -0.05406
H  1.05045  -3.11757  0.09025
C  1.48366  -1.40716  -1.98992
H  -0.35592  -2.54599  -2.53845
H  1.17001  -3.56577  -2.32033
C  1.22448  -0.41132  -3.10136
H  0.23997  0.05660  -3.10645
H  1.34685  -0.91856  -4.08844
H  1.99780  0.37721  -3.05068
C  2.98888  -1.65649  -2.09975
H  3.28962  -2.51238  -1.46805
H  3.50697  -0.71566  -1.84316
H  3.24833  -1.90190  -3.15256
Er  0.90230  0.71891  1.09408
C  2.04994  0.48673  3.39451
C  0.72506  0.03677  3.64210
C  0.47775  -1.11755  2.82241
H  0.10078  0.48462  4.41827
C  1.69940  -1.38544  2.11296
C  2.63818  -0.34877  2.41915
H  3.65069  -0.25516  2.05269
H  2.57500  1.22734  3.97732
H  -0.48361  -1.62950  2.70306
H  1.99405  -2.31367  1.61290
C  2.02773  3.50037  0.73266
C  2.90639  2.38970  0.50222
C  2.39806  1.69078  -0.62638
H  3.86745  2.23639  0.97227
C  1.14385  2.30361  -1.00026
C  0.92202  3.41355  -0.13709
H  0.13027  4.14582  -0.24700
H  2.29081  4.39072  1.28561
H  2.90501  0.91538  -1.16946
H  0.57818  2.11298  -1.90914
O  -2.83629  -0.50071  -0.27372
C  -3.13211  -0.73769  -1.64953
C  -4.59241  -1.25932  -1.74078
H  -2.45575  -1.53959  -2.06702
H  -3.03903  0.21844  -2.20723
C  -5.18765  -0.96985  -0.33191
H  -4.48640  -2.34944  -1.91412
H  -5.14571  -0.68723  -2.53174
C  -4.06012  -0.32493  0.46309
H  -5.50168  -1.88595  0.17773
H  -6.00150  -0.25679  -0.43459
H  -3.89419  -0.80996  1.42192
H  -4.39202  0.73145  0.58010
F  -1.02402  1.48198  2.06968
B  -0.71926  2.86795  2.78202
F  -1.42372  2.99160  3.96453
F  0.71312  2.73276  2.91513
F  -1.13100  3.81294  1.84983

Properties
LUMO energy (spin up / spin down), eV: 0.169 / 0.169
Spin multiplicity: 4
E_tot, eV: -63424.4565
Largest force on an atom, eV Å⁻¹: 4.1
Orbital gap (spin up / spin down), eV: 8.02 / 8.03
Molar mass, g/mol: 542.5

These are the Mulliken partial charges, in e, on atoms 1 to 2: O 0.031; C -0.538